Below is a cluster of 11 separate species, H22O11 in total at a distorted geometry, with properties calculated with ωB97M-V with the def2-TZVPD basis set.

Last column: Mulliken charge in e.
Geometry (Å):
O (2.52, 0.88, 1.41)  -0.738
O (-1.47, 1.23, 2.71)  -0.599
O (4.07, -1.38, 0.60)  -0.591
O (-3.89, -0.76, 0.34)  -0.676
O (0.69, -0.49, 0.02)  -0.591
O (0.46, 2.85, 0.11)  -0.542
O (-0.11, -1.09, 2.61)  -0.666
O (1.96, -1.46, -1.98)  -0.669
O (-1.82, 0.93, -0.24)  -0.372
O (-1.70, -1.30, -2.08)  -0.641
O (-0.17, 0.99, -3.10)  -0.553
H (-0.41, 0.14, -2.70)  0.282
H (-1.56, 1.44, 1.77)  0.295
H (2.77, -0.86, -1.94)  0.349
H (2.48, 0.58, 2.25)  0.305
H (-1.67, 0.38, -0.87)  0.268
H (4.08, -1.45, 1.46)  0.227
H (2.20, -2.29, -1.62)  0.315
H (0.42, -1.35, 1.82)  0.304
H (-0.16, -0.06, -0.21)  0.330
H (-0.57, 1.14, -3.81)  0.223
H (0.78, 2.81, 0.96)  0.275
H (-1.78, 1.75, -0.52)  0.197
H (-0.83, -1.73, 2.49)  0.303
H (-0.02, 3.54, -0.10)  0.244
H (-4.65, -0.28, 0.80)  0.294
H (3.45, -0.64, 0.78)  0.326
H (-2.10, -1.71, -1.30)  0.267
H (-1.82, -1.97, -2.82)  0.271
H (-3.10, -0.20, 0.35)  0.407
H (-0.99, 0.57, 2.86)  0.350
H (1.88, 0.78, 0.76)  0.432
H (1.07, -1.01, -0.82)  0.374

E_tot in eV: -22876.2556
Energy above the lowest of the compared OMol25 structures with the same formula, charge and spin in kJ/mol: 507.4
E_LUMO in eV: 0.0
Max |F| in eV Å⁻¹: 12.4
Molecular weight in u: 198.17